C27H52GdP2Si as an isolated structure in a non-equilibrium geometry, computed with wB97M-V/def2-TZVPD.

CARTESIAN COORDINATES (ANGSTROEM)
Gd  -0.258  1.269  2.413
C  3.020  1.923  1.537
C  2.115  2.721  0.798
C  1.514  2.853  3.007
C  2.669  2.017  2.907
C  1.145  3.254  1.694
C  4.178  1.170  1.017
H  3.992  0.833  -0.014
H  4.379  0.283  1.635
H  5.088  1.791  1.017
C  3.362  1.444  4.082
H  4.421  1.240  3.872
H  2.900  0.494  4.395
H  3.314  2.136  4.944
C  0.780  3.155  4.259
H  1.527  3.483  5.013
H  0.251  2.270  4.701
H  0.039  3.956  4.122
C  0.003  4.150  1.373
H  0.214  5.185  1.707
H  -0.938  3.824  1.871
H  -0.180  4.165  0.289
C  2.168  3.126  -0.616
H  2.227  4.220  -0.710
H  1.259  2.829  -1.165
H  3.045  2.715  -1.117
C  1.530  -1.983  -0.883
C  2.326  -0.971  -1.262
C  2.162  -0.057  -2.422
C  0.863  0.025  -3.280
C  -0.283  0.588  -2.540
C  -1.136  -0.020  -1.689
C  -0.943  -1.291  -0.903
C  0.168  -2.233  -1.451
H  3.015  -0.205  -3.110
H  0.628  -0.928  -3.798
H  2.295  0.957  -2.028
H  0.252  -2.072  -2.554
H  1.876  -2.663  -0.095
H  3.326  -0.887  -0.832
H  -0.120  -3.293  -1.322
H  -0.700  -1.123  0.175
H  -2.066  0.538  -1.464
H  -1.905  -1.844  -0.885
H  1.053  0.703  -4.134
H  -0.464  1.654  -2.697
P  -1.233  -2.223  -3.959
C  -0.962  -4.017  -4.089
C  -0.812  -1.657  -5.648
P  -3.595  -0.385  -3.156
C  -3.039  -2.101  -3.671
C  -3.649  0.374  -4.843
C  -5.391  -0.769  -3.023
H  -1.395  -4.519  -3.216
H  0.113  -4.241  -4.115
H  -1.446  -4.349  -5.017
H  -1.210  -2.365  -6.390
H  0.284  -1.624  -5.761
H  -1.171  -0.638  -5.860
H  -5.774  -1.297  -3.908
H  -5.924  0.179  -2.884
H  -5.558  -1.390  -2.138
H  -3.277  -2.759  -2.812
H  -3.573  -2.456  -4.581
H  -4.243  1.296  -4.763
H  -4.118  -0.291  -5.593
H  -2.650  0.671  -5.191
C  -0.785  -2.746  4.816
Si  -0.208  -0.996  4.462
C  -1.796  0.106  4.399
C  0.709  -0.566  6.040
C  0.722  -0.738  2.851
H  -1.349  -2.786  5.765
H  0.081  -3.416  4.919
H  -1.440  -3.122  4.015
H  -2.253  -0.131  5.374
H  -1.681  1.216  4.424
H  -2.531  -0.183  3.620
H  1.631  -1.156  6.135
H  0.977  0.495  6.120
H  0.087  -0.806  6.917
H  0.534  -1.413  1.995
H  1.816  -0.596  2.909

The total energy comes out at -76122.83015 eV. As for the total charge: +1. The LUMO energy (alpha / beta) is -4.49 / -3.38 eV. The frontier orbital gap (alpha / beta) is 4.721 / 5.825 eV. As for the multiplicity: 8. The energy above the lowest of the compared OMol25 structures with the same formula, charge and spin comes out at 0.0 kJ/mol.

=====

A 4-piece molecular cluster, C27H52IN4O14P3 overall in a non-equilibrium geometry, computed with wB97M-V/def2-TZVPD.

CARTESIAN COORDINATES (ANGSTROEM)
C  0.913  8.623  1.660
C  0.492  7.428  1.029
C  -0.011  6.026  0.349
O  -1.486  6.121  0.228
C  -2.114  4.803  0.071
N  -2.615  3.599  -0.120
O  0.509  4.794  0.889
C  0.544  4.648  2.323
I  0.654  2.434  2.651
C  -0.736  5.141  3.194
C  -1.923  4.038  3.431
C  1.954  5.179  3.054
C  3.287  4.962  2.126
C  4.476  4.388  3.116
C  5.325  3.165  2.395
C  6.104  3.734  1.065
N  6.349  2.512  0.163
C  0.542  6.107  -1.231
N  -0.226  7.187  -2.007
C  0.574  4.655  -1.987
C  1.749  3.493  -1.779
C  1.577  2.089  -2.656
C  0.295  2.023  -3.673
N  -0.762  3.065  -3.902
C  -0.605  4.305  -3.069
H  1.130  9.724  2.028
H  -1.261  6.131  2.826
H  -0.320  5.406  4.282
H  -1.715  3.336  4.374
H  -2.893  4.661  3.744
H  -2.238  3.424  2.487
H  1.783  6.337  3.268
H  2.003  4.663  4.113
H  3.654  6.042  1.776
H  3.103  4.311  1.166
H  5.163  5.300  3.450
H  4.059  3.926  4.131
H  4.507  2.365  2.055
H  6.075  2.679  3.156
H  7.116  4.241  1.381
H  5.487  4.523  0.446
H  5.396  2.112  -0.068
H  6.814  2.852  -0.707
H  1.668  6.501  -1.175
H  0.009  7.091  -3.027
H  0.262  8.087  -1.714
H  2.632  3.654  -1.026
H  2.305  1.171  -2.586
H  0.203  1.026  -4.325
H  -1.425  5.157  -3.237
C  -5.890  -1.441  0.036
O  -5.801  -0.035  -0.050
P  -7.132  0.795  -0.418
O  -8.384  0.308  0.239
O  -7.162  0.791  -2.029
C  -7.544  -0.398  -2.686
O  -6.731  2.316  -0.069
C  -5.544  2.851  -0.615
H  -5.686  -1.753  1.063
H  -6.875  -1.814  -0.258
H  -5.137  -1.879  -0.624
H  -8.337  -0.917  -2.141
H  -6.676  -1.053  -2.790
H  -7.913  -0.144  -3.683
H  -5.170  2.260  -1.456
H  -4.777  2.889  0.163
H  -5.745  3.866  -0.965
C  -1.874  -2.448  1.143
O  -1.392  -3.353  0.171
P  -2.263  -4.671  -0.145
O  -3.742  -4.455  -0.200
O  -1.771  -5.738  0.960
C  -2.222  -5.580  2.287
O  -1.608  -5.233  -1.505
C  -0.211  -5.433  -1.558
H  -2.103  -1.494  0.664
H  -2.773  -2.818  1.645
H  -1.093  -2.293  1.892
H  -3.256  -5.227  2.317
H  -1.574  -4.874  2.811
H  -2.168  -6.548  2.792
H  0.242  -5.457  -0.563
H  0.244  -4.628  -2.139
H  -0.012  -6.386  -2.055
C  1.944  -10.283  -2.743
O  2.649  -10.233  -1.520
P  3.100  -8.793  -0.955
O  2.086  -7.706  -1.113
O  4.514  -8.516  -1.677
C  4.507  -8.144  -3.038
O  3.527  -9.107  0.565
C  4.452  -10.144  0.815
H  0.938  -10.669  -2.562
H  1.866  -9.302  -3.218
H  2.469  -10.961  -3.420
H  3.660  -7.493  -3.269
H  4.467  -9.040  -3.661
H  5.432  -7.605  -3.258
H  5.002  -10.434  -0.085
H  3.918  -11.015  1.204
H  5.168  -9.802  1.566

The total energy comes out at -99422.83416 eV. The LUMO energy is -0.32 eV. As for the SMILES: C#C[C@](OC#N)(O[C@](I)(CC)CCCCCN)[C@H](N)c1cccnc1.COP(=O)(OC)OC.COP(=O)(OC)OC.COP(=O)(OC)OC. The frontier orbital gap is 8.585 eV.

=====

A 8-piece molecular cluster, C27H52N2O35S7Si overall in a non-equilibrium geometry, computed with wB97M-V/def2-TZVPD.

CARTESIAN COORDINATES (ANGSTROEM)
C  -3.796  0.222  2.737
O  -3.214  -1.109  2.798
C  -2.042  -1.120  3.651
Si  -0.513  -1.996  2.900
C  0.512  -2.717  4.375
C  0.592  -1.756  5.643
O  1.742  -1.390  6.034
O  -0.519  -1.298  6.416
C  -0.219  0.104  6.676
C  0.248  0.591  8.129
O  -0.280  0.981  5.777
C  0.669  -0.857  1.922
C  0.791  0.635  2.492
O  -0.440  1.383  2.378
C  1.958  1.369  1.594
N  1.483  2.623  0.943
N  -0.939  -3.382  1.845
C  -2.004  -4.237  2.397
C  -1.617  -5.499  3.334
O  -3.221  -4.076  2.150
C  -1.178  -3.000  0.439
C  -2.104  -1.816  -0.078
O  -0.621  -3.719  -0.445
H  -2.994  1.012  2.581
H  -4.539  0.330  1.868
H  -4.347  0.416  3.720
H  -1.805  -0.063  4.012
H  -2.334  -1.722  4.600
H  1.595  -2.848  3.996
H  0.169  -3.754  4.706
H  0.974  -0.180  8.582
H  0.829  1.574  8.072
H  -0.623  0.696  8.860
H  0.458  -0.779  0.802
H  1.724  -1.323  2.012
H  1.184  0.625  3.564
H  -0.347  2.213  2.903
H  2.246  0.642  0.750
H  2.910  1.553  2.212
H  0.688  2.457  0.314
H  1.285  3.365  1.636
H  -1.980  -6.447  2.786
H  -2.135  -5.362  4.348
H  -0.477  -5.615  3.457
H  -3.208  -2.077  0.118
H  -1.999  -1.649  -1.216
H  -1.916  -0.802  0.408
O  2.671  0.488  -1.753
S  3.584  -0.468  -1.201
O  3.539  -0.886  0.168
O  5.093  0.016  -1.545
C  5.765  -1.002  -2.293
C  4.666  -1.733  -3.048
O  3.565  -1.791  -2.138
H  6.270  -1.667  -1.588
H  6.502  -0.559  -2.963
H  4.964  -2.730  -3.351
H  4.347  -1.166  -3.928
O  9.165  -3.982  -4.031
S  7.774  -3.913  -4.363
O  6.840  -3.102  -3.635
O  7.195  -5.424  -4.441
C  6.650  -5.663  -5.743
C  7.436  -4.758  -6.678
O  7.643  -3.552  -5.939
H  5.592  -5.388  -5.726
H  6.746  -6.709  -6.008
H  6.902  -4.555  -7.606
H  8.417  -5.185  -6.909
O  -3.119  5.099  3.253
S  -4.140  4.132  2.975
O  -3.850  2.797  2.545
O  -5.194  4.795  1.935
C  -6.501  4.797  2.514
C  -6.275  4.871  4.015
O  -5.130  4.053  4.259
H  -6.998  3.863  2.235
H  -7.081  5.642  2.141
H  -7.134  4.512  4.583
H  -6.035  5.892  4.328
O  -8.760  8.592  -1.241
S  -7.851  7.638  -0.681
O  -7.904  7.225  0.689
O  -6.340  8.122  -1.018
C  -5.665  7.103  -1.758
C  -6.757  6.369  -2.518
O  -7.863  6.312  -1.616
H  -5.164  6.439  -1.048
H  -4.923  7.544  -2.425
H  -6.453  5.366  -2.818
H  -7.071  6.933  -3.401
O  5.454  -7.401  -7.241
S  4.120  -7.856  -7.518
O  3.270  -7.224  -8.478
O  3.323  -7.966  -6.111
C  2.862  -9.306  -5.925
C  3.857  -10.180  -6.674
O  4.183  -9.442  -7.852
H  1.862  -9.385  -6.359
H  2.817  -9.550  -4.863
H  3.442  -11.154  -6.932
H  4.775  -10.317  -6.095
O  1.094  5.647  2.894
S  2.148  6.599  3.105
O  2.070  7.643  4.080
O  2.531  7.256  1.672
C  3.911  7.020  1.389
C  4.252  5.723  2.106
O  3.531  5.781  3.338
H  4.489  7.858  1.790
H  4.072  6.951  0.313
H  5.321  5.619  2.290
H  3.893  4.855  1.545
O  -4.872  2.505  -1.029
S  -4.811  2.262  -2.439
O  -5.541  3.041  -3.397
O  -5.130  0.693  -2.697
C  -4.029  0.084  -3.372
C  -2.806  0.880  -2.944
O  -3.250  2.235  -2.883
H  -4.199  0.170  -4.449
H  -3.951  -0.970  -3.101
H  -1.977  0.778  -3.645
H  -2.474  0.587  -1.944

The total energy comes out at -187199.42342 eV. The LUMO energy is 0.12 eV. As for the SMILES: COC[Si@](CC(=O)OC(C)=O)(C[C@H](O)CN)N(C(C)=O)C(C)=O.O=S1(=O)OCCO1.O=S1(=O)OCCO1.O=S1(=O)OCCO1.O=S1(=O)OCCO1.O=S1(=O)OCCO1.O=S1(=O)OCCO1.O=S1(=O)OCCO1. The frontier orbital gap is 8.448 eV.

=====

C27H52N4O7PS2Si2TeV as an isolated structure in a non-equilibrium geometry, computed with wB97M-V/def2-TZVPD.

CARTESIAN COORDINATES (ANGSTROEM)
V  -1.032  -0.114  -0.011
O  -5.126  -0.693  4.808
C  -4.820  -1.249  3.592
O  -5.381  -2.250  3.253
C  -3.843  -0.474  2.817
C  -3.854  0.923  2.660
N  -2.913  1.315  1.794
N  -2.266  0.205  1.411
C  -2.795  -0.888  1.979
C  -2.032  -2.136  1.671
O  -2.175  -3.180  2.288
O  -1.148  -1.933  0.730
H  -4.557  0.071  4.950
H  -4.532  1.641  3.100
H  -1.646  2.335  0.731
C  0.489  0.936  -5.251
C  0.958  -0.503  -5.449
C  -0.213  -1.410  -5.801
O  1.749  -0.986  -4.348
P  1.293  -1.499  -2.864
S  0.363  -3.219  -2.891
S  0.500  0.112  -1.936
O  2.759  -1.835  -2.295
C  4.029  -1.163  -2.360
C  3.979  0.324  -2.048
C  4.703  -1.411  -3.705
H  0.117  1.330  -6.199
H  1.315  1.559  -4.905
H  -0.305  0.975  -4.509
H  1.674  -0.514  -6.278
H  -0.962  -1.381  -5.010
H  0.120  -2.441  -5.906
H  -0.664  -1.072  -6.736
H  4.609  -1.674  -1.586
H  3.389  0.846  -2.801
H  4.993  0.729  -2.038
H  3.522  0.493  -1.075
H  4.188  -0.864  -4.491
H  4.676  -2.474  -3.945
H  5.743  -1.082  -3.652
C  -0.475  3.156  3.471
Si  1.064  2.231  4.058
C  0.563  0.942  5.344
C  2.216  3.476  4.919
C  2.055  1.545  2.610
Te  1.221  -0.063  1.400
C  1.201  -1.513  3.001
Si  2.223  -3.016  2.465
C  2.334  -4.223  3.924
C  3.996  -2.407  2.145
C  1.484  -3.827  0.948
H  -1.361  2.856  4.033
H  -0.669  2.925  2.425
H  -0.361  4.237  3.571
H  0.115  1.438  6.208
H  1.418  0.363  5.700
H  -0.171  0.245  4.935
H  1.709  3.975  5.748
H  2.551  4.246  4.220
H  3.105  2.984  5.320
H  3.021  1.168  2.951
H  2.259  2.353  1.902
H  0.165  -1.791  3.198
H  1.617  -1.033  3.885
H  2.712  -3.728  4.821
H  3.007  -5.051  3.688
H  1.353  -4.643  4.157
H  4.426  -1.952  3.042
H  4.003  -1.656  1.352
H  4.648  -3.230  1.842
H  0.410  -3.967  1.088
H  1.932  -4.800  0.732
H  1.608  -3.201  0.061
N  -5.252  -0.730  -4.380
C  -4.364  -0.610  -3.319
C  -4.360  0.518  -2.498
C  -3.424  0.622  -1.492
N  -2.491  -0.314  -1.248
C  -2.516  -1.416  -2.022
C  -3.407  -1.591  -3.055
H  -6.099  -0.194  -4.291
H  -5.404  -1.670  -4.706
H  -5.094  1.300  -2.647
H  -3.418  1.479  -0.828
H  -1.783  -2.180  -1.799
H  -3.358  -2.493  -3.653
C  -2.051  4.240  -0.863
C  -0.713  3.662  -0.421
C  0.262  3.573  -1.582
O  -0.879  2.352  0.112
H  -1.924  5.265  -1.213
H  -2.764  4.240  -0.035
H  -2.457  3.637  -1.677
H  -0.287  4.304  0.362
H  -0.122  2.866  -2.319
H  1.229  3.198  -1.242
H  0.391  4.551  -2.048

The total energy comes out at -128839.51936 eV. As for the total charge: -1. The LUMO energy (alpha / beta) is 2.11 / 2.11 eV. The frontier orbital gap (alpha / beta) is 5.648 / 4.845 eV. As for the multiplicity: 2. The energy above the lowest of the compared OMol25 structures with the same formula, charge and spin comes out at 113.9 kJ/mol.

=====

A 3-piece molecular cluster, C27H53ClNO10PS overall in a non-equilibrium geometry, computed with wB97M-V/def2-TZVPD.

CARTESIAN COORDINATES (ANGSTROEM)
C  3.831  -3.336  2.498
C  3.602  -2.183  3.496
C  2.288  -1.408  3.262
C  2.436  0.121  3.344
C  1.406  0.754  4.285
C  2.498  0.774  1.945
Cl  4.028  0.206  1.192
C  2.595  2.314  2.048
O  3.380  2.907  1.045
C  2.849  4.002  0.331
C  3.365  4.027  -1.109
O  3.543  2.717  -1.612
C  3.869  2.706  -2.996
C  3.133  1.615  -3.735
O  3.953  0.468  -3.891
C  3.231  -0.744  -3.809
C  3.086  -1.234  -2.362
O  1.506  0.242  1.074
C  0.149  0.568  1.277
C  -0.674  -0.671  1.546
C  -1.892  -0.523  2.193
C  -2.674  -1.642  2.403
C  -2.187  -2.857  1.959
C  -0.938  -2.895  1.360
N  -0.175  -1.830  1.147
P  -0.480  1.379  -0.287
O  -1.273  2.706  0.110
O  0.781  1.896  -1.074
S  -1.625  0.181  -1.312
H  3.692  -4.298  2.987
H  3.154  -3.269  1.652
H  4.852  -3.333  2.125
H  3.618  -2.591  4.505
H  4.455  -1.513  3.424
H  1.885  -1.697  2.298
H  1.602  -1.705  4.054
H  3.414  0.329  3.777
H  1.482  0.243  5.243
H  1.625  1.799  4.486
H  0.378  0.630  3.957
H  3.101  2.490  2.999
H  1.614  2.786  2.122
H  1.764  4.017  0.349
H  3.186  4.931  0.802
H  2.598  4.515  -1.715
H  4.306  4.577  -1.156
H  3.619  3.666  -3.454
H  4.945  2.560  -3.104
H  2.846  1.977  -4.727
H  2.213  1.335  -3.221
H  2.252  -0.648  -4.283
H  3.778  -1.483  -4.389
H  3.764  -2.055  -2.153
H  2.068  -1.524  -2.115
H  3.360  -0.413  -1.702
H  -0.044  1.246  2.106
H  -2.220  0.454  2.517
H  -3.632  -1.548  2.890
H  -2.757  -3.766  2.075
H  -0.540  -3.846  1.038
H  -2.191  2.535  -0.144
H  1.512  1.255  -1.012
C  -0.507  2.627  -4.043
O  -1.461  3.481  -4.652
C  -1.532  4.755  -4.040
C  -0.706  5.793  -4.768
O  0.682  5.501  -4.728
C  1.162  4.864  -5.898
H  -0.305  1.809  -4.733
H  0.428  3.159  -3.842
H  -0.881  2.209  -3.105
H  -1.219  4.695  -2.991
H  -2.582  5.066  -4.060
H  -0.845  6.760  -4.274
H  -1.050  5.891  -5.803
H  1.300  5.592  -6.704
H  0.486  4.076  -6.236
H  2.128  4.421  -5.658
C  -5.617  -5.618  0.709
O  -5.106  -5.467  2.023
C  -5.704  -4.408  2.749
C  -6.792  -4.886  3.686
O  -7.892  -5.444  2.991
C  -7.872  -6.860  2.935
H  -5.334  -6.609  0.359
H  -6.705  -5.531  0.686
H  -5.181  -4.869  0.038
H  -6.096  -3.649  2.065
H  -4.910  -3.947  3.348
H  -7.168  -4.026  4.248
H  -6.383  -5.605  4.403
H  -8.208  -7.287  3.886
H  -6.876  -7.242  2.702
H  -8.562  -7.166  2.150

The total energy comes out at -83467.86872 eV. The LUMO energy is 0.40 eV. As for the SMILES: CCC[C@H](C)[C@](Cl)(COCCOCCOCC)O[C@H](c1ccccn1)P(O)(O)=S.COCCOC.COCCOC. The frontier orbital gap is 9.103 eV.